The following is a quantum chemistry calculation of a molecular structure, C21H37Br3FINO3 at a distorted geometry, from OMol25.

Computed properties:
- Spin multiplicity: 1
- Net charge: +1
- Kohn-Sham gap: 0.328 Eh
- DFT total energy: -250943.8031 eV

Positions of all 67 atoms, in Å:
C1 -1.267 -0.543 5.080
C2 -0.303 -1.524 4.220
C3 1.248 -1.243 4.464
C4 2.084 -1.178 3.083
O1 1.578 -0.017 2.381
C5 2.255 0.234 1.171
F1 3.673 0.059 1.280
N1 2.065 1.678 0.876
C6 0.865 2.020 0.052
C7 0.206 3.398 0.605
C8 -0.049 4.476 -0.568
O2 -1.445 4.864 -0.625
C9 -1.752 5.505 -1.879
C10 -1.921 4.473 -3.086
C11 -0.288 0.923 0.050
I1 -2.088 1.519 -1.022
C12 0.316 -0.449 -0.573
Br1 0.216 -0.284 -2.557
C13 -0.647 -1.622 -0.016
C14 -0.442 -3.022 -0.747
C15 -1.392 -3.288 -1.998
C16 -2.905 -2.850 -1.804
O3 -3.594 -3.053 -3.079
C17 -4.043 -1.741 -3.518
C18 1.824 -0.746 -0.035
C19 2.927 -0.686 -1.159
Br2 3.530 1.015 -2.017
C20 3.576 -1.847 -1.617
C21 3.295 -3.313 -1.111
Br3 4.947 -1.700 -3.055
H1 -1.910 0.078 4.371
H2 -1.970 -1.216 5.653
H3 -0.667 0.164 5.723
H4 -0.499 -2.617 4.425
H5 -0.515 -1.259 3.131
H6 1.758 -1.951 5.182
H7 1.321 -0.184 4.897
H8 3.168 -1.113 3.394
H9 1.850 -2.167 2.556
H10 2.929 2.113 0.489
H11 1.935 2.144 1.799
H12 1.160 2.252 -1.022
H13 0.861 3.923 1.367
H14 -0.781 3.172 1.136
H15 0.371 4.159 -1.570
H16 0.510 5.434 -0.277
H17 -0.995 6.305 -2.147
H18 -2.764 6.014 -1.733
H19 -2.847 3.845 -2.844
H20 -2.085 4.955 -4.092
H21 -1.059 3.721 -3.093
H22 -0.591 0.671 1.115
H23 -1.724 -1.278 0.059
H24 -0.301 -1.773 1.069
H25 -0.494 -3.880 0.005
H26 0.628 -3.036 -1.141
H27 -1.403 -4.424 -2.153
H28 -0.954 -2.869 -2.961
H29 -2.963 -1.728 -1.604
H30 -3.419 -3.428 -0.980
H31 -4.772 -1.335 -2.740
H32 -3.159 -1.033 -3.687
H33 -4.607 -1.804 -4.507
H34 1.750 -1.775 0.453
H35 2.909 -3.391 -0.053
H36 4.257 -3.930 -1.142
H37 2.608 -3.816 -1.876